Entry 1:
{
  "formula": "C19H35NO15",
  "method": "the ωB97M-V functional and the def2-TZVPD basis",
  "lumo_energy_ev": 0.555,
  "homo_ev": -8.119,
  "gap_ev": 8.674,
  "energy_ha": -1928.30579,
  "smiles": "c1cc[nH]c1.COC(=O)OC.COC(=O)OC.COC(=O)OC.COC(=O)OC.COC(=O)OC",
  "species": ["C", "O", "C", "O", "O", "C", "H", "H", "H", "H", "H", "H", "C", "O", "C", "O", "O", "C", "H", "H", "H", "H", "H", "H", "C", "O", "C", "O", "O", "C", "H", "H", "H", "H", "H", "H", "C", "O", "C", "O", "O", "C", "H", "H", "H", "H", "H", "H", "C", "O", "C", "O", "O", "C", "H", "H", "H", "H", "H", "H", "N", "C", "C", "C", "C", "H", "H", "H", "H", "H"],
  "coordinates": [[4.1577, -0.7711, 2.0541], [4.5899, -2.1371, 2.0473], [5.2239, -2.6252, 3.1303], [5.6362, -2.0069, 4.0618], [5.4637, -3.8875, 2.8587], [6.0869, -4.7207, 3.8132], [3.1816, -0.7748, 2.5376], [4.0976, -0.3969, 1.0101], [4.8329, -0.1512, 2.6098], [6.8858, -5.2324, 3.2647], [5.4208, -5.5063, 4.2028], [6.5502, -4.1163, 4.5993], [2.7555, 4.1934, 2.5154], [3.3693, 3.1625, 1.8557], [2.9538, 2.8632, 0.6049], [2.0742, 3.4233, 0.0763], [3.7218, 1.8597, 0.1796], [3.5691, 1.4759, -1.1764], [3.0543, 5.1502, 2.1408], [3.0069, 4.1625, 3.5762], [1.6525, 4.1028, 2.5165], [4.1557, 0.5784, -1.2457], [4.0000, 2.2241, -1.8044], [2.5769, 1.3523, -1.5460], [1.9344, -1.4107, -6.0168], [1.7034, -0.3646, -5.0226], [0.7661, 0.5077, -5.3513], [0.0196, 0.4389, -6.3143], [0.7637, 1.4841, -4.3953], [-0.3552, 2.4149, -4.4072], [1.1146, -2.1352, -6.1898], [2.7667, -1.9704, -5.6162], [2.2259, -1.0117, -6.9581], [-0.2038, 3.1937, -5.1762], [-0.3690, 2.8704, -3.3963], [-1.3450, 1.9592, -4.7192], [-7.6801, 3.6369, -1.6467], [-7.3298, 2.4589, -0.8166], [-6.0174, 2.2078, -0.7065], [-5.0888, 2.8066, -1.1791], [-5.9327, 1.1336, 0.0841], [-4.5394, 0.7109, 0.3964], [-8.7283, 3.5900, -1.8467], [-7.0999, 3.5675, -2.5678], [-7.3357, 4.5592, -1.0867], [-4.0983, 1.5049, 1.0503], [-3.9424, 0.6716, -0.4842], [-4.6321, -0.2662, 0.8772], [-1.7209, -4.1093, 1.4173], [-2.0043, -3.4968, 2.7059], [-2.8737, -2.4842, 2.7794], [-3.3394, -1.9707, 1.7699], [-3.1014, -2.1421, 4.0400], [-3.8020, -0.9032, 4.1542], [-0.9712, -3.5468, 0.8135], [-2.6079, -4.1521, 0.7899], [-1.4157, -5.1068, 1.6910], [-3.3453, -0.2152, 3.4204], [-3.6738, -0.5837, 5.2022], [-4.9134, -1.0639, 3.9262], [-1.2123, -0.9153, -0.2157], [-0.1501, -0.9261, 0.5767], [0.9286, -0.3799, -0.1141], [0.4495, -0.0586, -1.3989], [-0.8949, -0.3535, -1.3968], [-2.1406, -1.2417, 0.0203], [-0.1528, -1.2223, 1.6017], [1.9191, -0.2061, 0.2183], [1.0210, 0.3732, -2.2105], [-1.6129, -0.0744, -2.1839]],
  "atomic_forces_ev_per_a": [[-0.328, -0.254, -0.253], [0.008, -0.144, -0.041], [0.404, 0.773, -1.415], [-0.212, 0.510, 0.961], [-0.737, -1.194, -0.400], [1.060, -0.295, 0.160], [-0.110, 0.391, -0.156], [0.030, -0.588, 0.787], [0.395, 0.293, 0.309], [-0.094, 0.046, 0.176], [-0.080, 0.635, -0.094], [-0.300, -0.215, 0.023], [-1.916, 0.797, 1.436], [1.295, -1.815, -0.615], [1.702, -0.487, 2.269], [-1.850, 0.903, -1.929], [-0.513, 0.239, 0.292], [0.727, 0.114, -0.232], [0.057, 0.642, -0.426], [0.446, -0.264, -0.140], [0.422, 0.132, -0.422], [0.034, -0.472, -0.289], [0.551, 0.592, -0.449], [-0.820, -0.226, 0.427], [-0.120, -0.636, 0.881], [0.112, -0.830, -0.823], [-1.372, 0.877, -0.293], [0.959, 0.221, 1.241], [-0.725, -0.540, -0.758], [-0.576, 0.132, -0.665], [0.000, 0.851, 0.478], [0.201, -0.055, 0.173], [0.091, 0.658, -0.699], [0.302, -0.255, 0.433], [-0.119, -0.439, -0.704], [1.272, 0.031, 0.779], [2.211, -0.061, 1.168], [-0.300, 1.179, -0.952], [-0.442, -0.491, 0.624], [-0.263, 0.237, -0.229], [1.489, -0.557, 0.106], [-1.299, 1.180, 0.953], [-0.539, -0.009, 0.181], [-0.160, 0.112, 0.000], [-0.722, -0.971, -0.703], [-0.312, -0.874, -0.327], [0.273, -0.113, -0.819], [0.055, 0.426, -0.032], [-0.234, 0.810, -0.218], [-0.061, 0.074, 0.427], [0.500, -0.553, -1.873], [0.041, 0.031, 1.112], [0.274, -0.410, -0.538], [-1.286, 0.242, -0.132], [-0.249, -0.383, 0.884], [-0.259, -0.025, 0.230], [0.343, -0.139, -0.180], [-0.512, 0.019, 0.594], [-0.045, -0.064, -0.642], [1.588, 0.346, 0.263], [-2.012, 0.006, -0.429], [2.555, 0.481, 0.918], [-1.078, -0.528, -0.109], [-0.204, 0.272, 0.012], [0.125, 0.767, -2.141], [0.223, 0.063, 0.267], [-0.313, -0.358, 0.334], [0.545, -0.113, 0.501], [-0.368, -0.076, 0.064], [0.242, -0.645, 0.667]]
}

Entry 2:
{
  "formula": "C19H36AgBr3O8",
  "method": "the ωB97M-V functional and the def2-TZVPD basis",
  "lumo_energy_ev": [-4.971, -6.527],
  "homo_ev": [-11.654, -11.654],
  "gap_ev": [6.683, 5.127],
  "energy_ha": -9216.14033,
  "spin_multiplicity": 2,
  "charge": 1,
  "species": ["Ag", "C", "C", "O", "H", "H", "H", "H", "H", "C", "C", "C", "O", "C", "O", "O", "H", "H", "H", "H", "H", "H", "C", "C", "O", "C", "H", "H", "H", "H", "H", "H", "C", "C", "O", "C", "H", "H", "H", "H", "H", "H", "C", "C", "O", "C", "H", "H", "H", "H", "H", "H", "C", "C", "O", "C", "H", "H", "H", "H", "H", "H", "C", "Br", "Br", "Br", "H"],
  "coordinates": [[-1.0375, -2.7211, 2.9903], [-0.6326, 0.4273, -0.5164], [-0.1384, -0.0437, 0.8300], [-0.9256, -0.9480, 1.4720], [-0.6435, -0.3569, -1.2749], [-0.0151, 1.2351, -0.9082], [-1.6559, 0.7980, -0.4299], [0.0354, 0.8204, 1.5042], [0.8817, -0.4791, 0.7875], [-2.5540, 2.8899, 2.2079], [-3.5966, 1.9684, 1.6363], [-4.0412, 0.8348, 2.5868], [-5.4009, 1.1143, 2.8621], [-5.7994, 2.2446, 2.2118], [-6.8740, 2.7241, 2.2985], [-4.7933, 2.7144, 1.4243], [-2.9174, 3.4613, 3.0578], [-2.1806, 3.5753, 1.4444], [-1.6641, 2.3169, 2.5031], [-3.2406, 1.5472, 0.6960], [-3.4310, 0.7999, 3.4908], [-4.0095, -0.1426, 2.0990], [-0.0710, -3.1550, -0.7837], [-0.0532, -4.2773, 0.1804], [-0.6063, -4.1633, 1.2679], [0.7656, -5.4773, -0.1728], [-0.3181, -3.4821, -1.7926], [0.9232, -2.6963, -0.8226], [-0.7866, -2.3976, -0.4689], [1.1317, -5.9544, 0.7318], [1.5917, -5.1618, -0.8106], [0.1434, -6.1735, -0.7404], [4.5890, 1.9945, 1.6489], [4.4112, 0.8189, 2.5810], [5.3308, 0.0942, 2.8532], [3.0051, 0.5333, 3.0534], [3.9612, 2.8378, 1.9398], [4.3396, 1.6819, 0.6346], [5.6284, 2.3085, 1.7025], [2.4683, 0.0640, 2.2265], [2.5179, 1.4439, 3.3996], [3.0143, -0.1909, 3.8684], [-2.9223, 3.7377, -1.8210], [-2.0111, 4.0785, -2.9755], [-2.1462, 5.1059, -3.5869], [-0.9341, 3.0875, -3.3166], [-2.3665, 3.3929, -0.9439], [-3.6421, 2.9534, -2.0715], [-3.4871, 4.6304, -1.5617], [-1.3359, 2.0758, -3.3949], [-0.2135, 3.1449, -2.4915], [-0.4116, 3.3488, -4.2315], [5.5771, -2.7617, -2.3738], [4.3531, -2.5206, -1.5333], [3.4194, -3.2944, -1.5462], [4.3158, -1.2536, -0.7071], [5.3601, -3.5078, -3.1337], [6.3885, -3.1251, -1.7388], [5.9085, -1.8488, -2.8683], [4.9383, -1.4155, 0.1803], [3.2941, -1.0400, -0.4035], [4.7592, -0.4242, -1.2553], [-3.1927, -1.4915, -2.2409], [-3.7228, -3.1965, -1.5218], [-4.6900, -0.4755, -2.8700], [-1.8579, -1.6852, -3.6285], [-2.7324, -0.9434, -1.4342]],
  "atomic_forces_ev_per_a": [[0.040, -0.155, -0.414], [-0.288, 0.046, -0.223], [0.511, 0.082, -0.307], [-0.292, 0.170, 0.159], [0.179, -0.085, 0.128], [0.042, 0.027, 0.118], [0.065, 0.116, 0.024], [-0.110, -0.160, 0.185], [-0.072, 0.039, -0.038], [0.913, -0.064, -0.270], [-0.060, -0.038, 0.445], [0.006, -0.143, -0.570], [0.070, 0.347, 0.276], [0.061, -0.221, -0.168], [0.021, 0.035, 0.008], [-0.107, -0.260, -0.040], [-0.068, -0.050, 0.073], [-0.283, 0.174, 0.055], [-0.208, -0.029, 0.198], [-0.271, 0.124, -0.173], [-0.242, 0.128, 0.168], [0.123, 0.014, 0.000], [-0.233, 0.509, -0.276], [0.559, 0.238, 0.098], [-0.089, -0.285, 0.564], [-0.164, 0.169, 0.032], [0.105, -0.080, -0.027], [0.114, -0.239, -0.082], [-0.107, -0.133, -0.005], [-0.060, -0.136, -0.022], [0.023, -0.081, -0.013], [0.024, -0.052, 0.021], [0.143, 0.198, 0.503], [-0.118, 0.039, -0.417], [0.167, -0.216, 0.191], [0.083, -0.291, 0.479], [-0.098, -0.063, -0.139], [-0.010, 0.062, -0.065], [0.045, -0.042, -0.231], [-0.144, 0.275, -0.086], [-0.194, -0.010, -0.230], [0.156, 0.043, -0.012], [-0.222, 0.152, 0.309], [-0.266, -0.099, -0.248], [0.024, 0.159, -0.053], [0.287, 0.010, 0.197], [0.083, 0.012, -0.084], [0.136, -0.039, -0.190], [-0.014, -0.022, 0.078], [0.049, -0.042, 0.133], [0.014, -0.284, -0.070], [-0.113, 0.108, -0.076], [0.003, -0.068, -0.076], [-0.192, 0.176, -0.378], [-0.137, 0.040, 0.239], [0.342, -0.338, 0.084], [-0.010, -0.104, 0.087], [0.033, 0.066, -0.016], [0.053, 0.045, 0.131], [-0.075, 0.089, 0.012], [-0.036, 0.052, 0.024], [-0.093, 0.075, 0.000], [0.009, -0.069, -0.204], [-0.010, -0.004, 0.001], [0.002, 0.021, 0.081], [-0.082, 0.034, 0.080], [-0.021, 0.032, 0.021]]
}